(1)
{
  "formula": "C17H20BrNO3",
  "method": "ωB97M-V with the def2-TZVPD basis set",
  "symbols": ["O", "C", "N", "H", "C", "H", "C", "C", "C", "C", "C", "C", "C", "H", "H", "H", "H", "H", "H", "H", "H", "H", "H", "H", "H", "C", "H", "H", "O", "C", "O", "C", "C", "C", "C", "C", "C", "H", "H", "Br", "H", "H"],
  "coordinates": [[-5.34, -1.60, 0.33], [-4.15, -1.38, 0.30], [-3.60, -0.19, 0.06], [-2.60, -0.06, 0.11], [-4.37, 1.01, -0.20], [-4.34, 1.24, -1.27], [-3.80, 2.18, 0.61], [-2.33, 2.39, 0.31], [-1.40, 2.08, 1.20], [0.07, 2.23, 0.97], [0.39, 2.40, -0.51], [-0.56, 3.43, -1.12], [-1.99, 2.90, -1.06], [-2.11, 2.09, -1.78], [-2.69, 3.69, -1.33], [-0.49, 4.36, -0.55], [-0.29, 3.64, -2.15], [0.27, 1.45, -1.03], [1.43, 2.72, -0.64], [0.42, 3.11, 1.52], [0.60, 1.37, 1.37], [-1.68, 1.71, 2.18], [-4.36, 3.08, 0.35], [-3.93, 1.99, 1.67], [-5.40, 0.80, 0.09], [-3.15, -2.52, 0.53], [-3.39, -3.01, 1.48], [-3.27, -3.23, -0.29], [-1.80, -2.10, 0.62], [-1.11, -2.00, -0.53], [-1.58, -2.24, -1.61], [0.28, -1.54, -0.31], [1.06, -1.25, -1.43], [2.35, -0.79, -1.29], [2.87, -0.63, -0.01], [2.11, -0.92, 1.11], [0.82, -1.38, 0.96], [0.22, -1.61, 1.83], [2.54, -0.79, 2.10], [4.64, 0.03, 0.20], [2.96, -0.56, -2.15], [0.63, -1.39, -2.41]],
  "smiles": "O=C(COC(=O)c1ccc(Br)cc1)NCCC1=CCCCC1",
  "lumo_ev": -0.051,
  "homo_energy_ev": -9.26,
  "e_above_lowest_ev": 0.000,
  "homo_lumo_gap_ha": 0.33848
}

***

(2)
{
  "formula": "CH2FFe",
  "method": "ωB97M-V with the def2-TZVPD basis set",
  "symbols": ["H", "Fe", "C", "F", "H"],
  "coordinates": [[0.88, -0.67, -0.74], [0.64, 1.43, 0.91], [0.01, -0.42, 0.01], [-0.75, 0.75, -0.57], [-0.78, -1.09, 0.38]],
  "lumo_ev": [-6.842, -7.003],
  "multiplicity": 5,
  "total_charge": 1,
  "s2": 6.01,
  "homo_energy_ev": [-14.68, -15.26],
  "e_above_lowest_ev": 0.000,
  "homo_lumo_gap_ha": [0.28792, 0.30327]
}

***

(3)
{
  "formula": "C37H15BrF15GeN3ORuS3",
  "method": "ωB97M-V with the def2-TZVPD basis set",
  "symbols": ["Ru", "Br", "C", "C", "C", "C", "O", "C", "C", "N", "C", "C", "C", "C", "C", "C", "C", "C", "N", "C", "C", "H", "H", "H", "H", "H", "H", "H", "H", "H", "H", "F", "C", "C", "C", "F", "C", "F", "C", "F", "C", "F", "Ge", "S", "C", "C", "F", "C", "F", "C", "F", "C", "F", "C", "F", "C", "C", "F", "C", "F", "C", "F", "C", "F", "C", "F", "S", "C", "N", "C", "C", "S", "H", "H", "H", "H", "H"],
  "coordinates": [[0.15, -0.50, 0.55], [5.67, 4.50, 0.65], [4.52, 3.03, 0.34], [5.07, 1.75, 0.18], [4.24, 0.68, -0.02], [2.84, 0.82, -0.09], [2.10, -0.24, -0.29], [2.29, 2.13, 0.04], [0.90, 2.41, -0.03], [-0.03, 1.54, -0.28], [-1.37, 1.92, -0.38], [-1.81, 3.21, -0.62], [-3.18, 3.52, -0.60], [-4.11, 2.55, -0.36], [-3.71, 1.21, -0.21], [-4.63, 0.15, -0.03], [-4.17, -1.14, 0.06], [-2.79, -1.37, -0.04], [-1.91, -0.40, -0.16], [-2.34, 0.89, -0.23], [3.17, 3.21, 0.28], [6.14, 1.62, 0.21], [4.64, -0.32, -0.14], [0.63, 3.44, 0.18], [-1.10, 3.99, -0.84], [-3.49, 4.54, -0.77], [-5.17, 2.79, -0.30], [-5.69, 0.36, 0.01], [-4.84, -1.98, 0.18], [-2.40, -2.38, -0.03], [2.76, 4.21, 0.39], [0.15, 2.92, 5.08], [-1.08, 2.55, 5.44], [-1.40, 1.21, 5.43], [-2.69, 0.84, 5.76], [-3.05, -0.44, 5.69], [-3.64, 1.79, 6.11], [-4.88, 1.42, 6.42], [-3.30, 3.13, 6.10], [-4.22, 4.04, 6.38], [-2.01, 3.52, 5.77], [-1.69, 4.81, 5.75], [-0.10, -0.05, 4.65], [-0.26, 0.66, 2.57], [1.75, 0.24, 5.27], [2.79, -0.20, 4.47], [2.49, -0.86, 3.34], [4.11, 0.02, 4.80], [5.09, -0.40, 4.00], [4.40, 0.68, 5.99], [5.67, 0.89, 6.32], [3.38, 1.11, 6.82], [3.68, 1.73, 7.96], [2.07, 0.90, 6.45], [1.09, 1.34, 7.24], [-0.56, -1.89, 5.20], [-0.59, -2.14, 6.57], [-0.30, -1.13, 7.40], [-0.91, -3.39, 7.07], [-0.95, -3.60, 8.38], [-1.20, -4.42, 6.19], [-1.50, -5.62, 6.65], [-1.19, -4.19, 4.82], [-1.46, -5.18, 3.98], [-0.88, -2.92, 4.35], [-0.92, -2.68, 3.04], [0.29, -2.93, 0.48], [0.85, -2.64, -1.10], [2.12, -2.79, -1.45], [2.47, -2.30, -2.78], [1.24, -2.54, -3.63], [-0.16, -2.30, -2.48], [2.81, -2.85, -0.72], [3.34, -2.84, -3.15], [2.71, -1.24, -2.72], [1.18, -3.57, -4.00], [1.15, -1.85, -4.46]],
  "lumo_ev": [-4.736, -4.427],
  "multiplicity": 2,
  "total_charge": 1,
  "s2": 0.78,
  "homo_energy_ev": [-10.76, -10.72],
  "e_above_lowest_ev": 2.059,
  "homo_lumo_gap_ha": [0.22126, 0.23123]
}